Here is a cluster of 4 separate species, C22H52NO4PS in total at a distorted geometry from OMol25. Energies are from wB97M-V/def2-TZVPD.

Structure (XYZ):
```
81
Properties=species:S:1:pos:R:3:forces:R:3
S -0.3997 3.6285 -0.1360 0.1 -0.4 -0.1
P -1.2828 1.9335 -0.4926 1.4 2.1 0.5
O -2.5427 1.7515 0.4426 -0.6 -0.6 -0.7
O -0.5472 -0.8225 -0.4861 -0.1 0.6 -0.4
O -2.6230 -1.2707 0.2021 0.0 -0.2 -0.2
O -1.8466 1.9260 -1.9910 0.0 -0.7 -0.2
N 3.2789 1.1696 0.3095 -0.3 0.2 -0.2
C 5.2087 2.0555 -3.9684 0.0 0.0 0.0
C 1.1516 0.7653 -1.0328 0.0 -0.5 -0.2
C 6.0679 1.1660 -6.2031 0.0 0.1 0.0
C -1.8863 -0.9921 -0.6930 -0.8 -0.1 1.0
C 3.9287 1.2195 -3.9284 0.0 0.0 0.0
C -5.7286 3.3188 5.4066 -0.1 0.0 0.0
C 0.7247 -4.4795 0.0351 0.0 0.0 0.0
C 5.7072 2.3942 -5.3721 0.1 -0.1 0.0
C 2.4022 0.1886 -0.3302 -0.2 0.2 0.0
C -5.4481 2.9586 3.9489 0.0 0.0 0.0
C -0.1245 0.5397 -0.2131 0.1 -0.3 -0.2
C -0.6613 -4.0201 0.4839 0.0 -0.1 -0.2
C 2.2964 3.1755 -4.0542 -0.1 -0.1 -0.1
C 0.9079 -5.9959 -0.0477 0.0 0.0 0.0
C -6.5502 2.2669 6.1464 0.1 0.1 0.0
C -4.6345 1.6785 3.7483 0.0 0.0 0.0
C 2.7325 1.8395 -4.6489 0.0 0.0 0.1
C -3.2734 1.6680 4.4414 0.0 0.0 -0.1
C 1.5568 -6.3455 2.3976 -0.1 0.0 0.0
C -2.3306 2.7607 3.9441 0.0 -0.1 0.1
C 0.6293 -6.7457 1.2537 0.1 0.0 0.0
C -1.7736 -4.4429 -0.4719 0.0 0.0 0.1
H 0.9371 -4.0504 -0.9502 0.0 0.0 0.0
H 2.9833 -0.3675 -1.0637 0.1 -0.1 0.1
H 2.9525 1.9643 -5.7120 0.0 0.0 0.0
H 3.0788 3.9311 -4.1260 0.0 0.0 0.0
H -1.3625 2.6890 4.4420 0.0 0.0 0.0
H -1.5854 -4.0493 -1.4754 0.0 0.0 0.0
H 1.3419 -6.9266 3.2951 0.0 0.0 0.0
H 2.6010 -6.5189 2.1297 0.0 0.0 0.0
H -0.6635 -2.9350 0.5481 0.1 0.0 0.2
H 0.7395 -7.8167 1.0654 0.0 0.0 0.0
H 1.8971 1.1351 -4.5945 0.0 0.0 0.0
H 0.9945 0.2345 -1.9760 0.0 0.1 0.0
H -3.2242 2.3451 0.0815 -0.2 -0.1 0.5
H -2.2792 -0.8467 -1.7043 0.5 0.0 -0.3
H -6.7515 2.5796 7.1717 0.0 0.0 0.0
H -7.5104 2.1057 5.6520 0.0 0.0 0.0
H 0.2640 -6.3995 -0.8340 0.0 0.0 0.0
H -6.4016 2.8500 3.4218 0.0 0.0 0.0
H -2.7265 3.7582 4.1403 0.0 0.0 0.0
H -3.4000 1.7561 5.5240 0.0 0.0 0.0
H 2.7279 1.7230 0.9608 0.1 -0.1 0.1
H 4.1237 0.2301 -4.3504 0.0 0.0 0.0
H -6.0311 1.3087 6.1931 0.0 0.0 0.0
H -1.1996 2.4034 -2.5359 -0.3 0.1 0.0
H -0.4103 -6.5970 1.5572 0.0 0.0 0.0
H 1.4184 3.5663 -4.5710 0.0 0.0 0.0
H 1.9347 -6.2054 -0.3644 0.0 0.0 0.0
H 2.0651 -0.5105 0.4381 0.1 -0.2 -0.1
H 1.4466 -5.2917 2.6569 0.0 0.0 0.0
H -2.7369 -4.0592 -0.1349 0.0 0.0 0.0
H 5.0573 2.9843 -3.4115 0.0 0.0 0.0
H 5.9935 1.5114 -3.4343 0.0 0.0 0.0
H 1.4740 -4.0580 0.7114 0.0 0.0 0.0
H 4.9590 2.9885 -5.9036 0.0 0.0 0.0
H 0.1029 0.5939 0.8555 -0.1 0.1 0.1
H 6.5893 3.0322 -5.2793 0.0 0.0 0.0
H 6.4485 1.4566 -7.1827 0.0 0.0 0.0
H 2.0375 3.0593 -2.9986 0.0 0.1 0.0
H -1.8601 -5.5277 -0.5481 0.0 0.0 0.0
H 3.5756 1.8396 -0.3948 0.2 0.0 0.0
H -0.8775 -4.3907 1.4893 0.0 0.0 0.0
H -5.2154 0.8181 4.0914 0.0 0.0 0.0
H -4.9340 3.7970 3.4704 0.0 0.0 0.0
H -4.7887 3.4892 5.9383 0.0 0.0 0.0
H -6.2662 4.2702 5.4302 0.0 0.0 0.0
H 5.2040 0.5204 -6.3672 0.0 0.0 0.0
H -2.8099 0.6933 4.2691 0.0 0.0 0.0
H 6.8401 0.5748 -5.7068 0.0 0.0 0.0
H 3.6601 1.0488 -2.8793 0.0 0.0 0.0
H -4.4828 1.5264 2.6750 0.0 0.0 0.0
H 1.2927 1.8159 -1.2723 0.1 0.1 0.1
H -2.1626 2.6611 2.8721 0.0 0.1 -0.1
```
Positions in Å, forces in eV/Å.

- LUMO energy: 0.3 eV
- Spin multiplicity: 1
- Relative energy (zero: lowest compared OMol25 entry of this formula, charge and spin): 0.0 kJ/mol
- Orbital gap: 9.593 eV
- Calculated total energy: -1964.75121 Ha

Löwdin population analysis, charges in e, atoms 1 to 6: number 1, S, carries 0.311; number 2, P, carries 0.199; number 3, O, carries -0.185; number 4, O, carries -0.060; number 5, O, carries 0.119; number 6, O, carries -0.184


Here is a cluster of 6 separate species, C22H52O13P2 in total at a distorted geometry from OMol25. Energies are from wB97M-V/def2-TZVPD.

Structure (XYZ):
```
89
Properties=species:S:1:pos:R:3:forces:R:3
P 3.6231 -1.7256 -3.9389 -0.8 -0.9 0.2
P 0.3115 0.0313 3.6786 0.4 1.2 0.6
O 4.3553 -1.2228 -2.6258 0.2 -0.1 0.3
O -0.4300 0.7330 4.7763 1.1 -1.5 -1.8
O 1.4849 0.9812 3.0958 -1.0 -0.9 0.5
O 0.9133 0.2799 -2.2751 1.2 -1.2 -1.4
O -0.7381 4.8744 1.4115 0.4 -0.4 -2.5
O 2.0193 -4.3290 0.9018 2.7 0.0 -2.0
O 1.0235 -1.3991 4.1058 -1.2 1.5 0.2
O 2.0858 -1.9188 -3.3573 1.9 1.8 -4.4
O -4.6261 -1.1477 -1.9158 0.2 -1.2 1.4
O 4.2368 -2.9650 -4.4750 -0.7 1.6 -0.1
O -3.0133 1.3429 -0.9635 -2.0 -0.3 -0.8
O 3.6263 -0.4225 -4.8814 -0.2 -2.9 -0.9
O -0.4986 -0.2979 2.3198 0.9 0.0 1.2
C 1.2397 -2.0917 0.7010 -0.7 -0.8 0.2
C -1.9063 2.8790 1.1966 -0.2 1.8 -1.0
C 2.3750 -3.0258 0.4464 1.4 0.1 0.7
C 5.7956 -1.3460 -2.4666 -0.6 0.3 -0.2
C 0.6996 -4.3324 1.2152 -1.2 0.2 2.0
C -0.3372 0.5644 -1.7856 -1.7 -0.6 0.4
C -2.3503 3.5445 2.4743 0.9 0.7 1.2
C 1.4437 -1.4106 5.5016 1.1 0.0 0.2
C 1.9830 -2.6137 -2.2136 -0.1 -0.3 2.1
C -5.6367 -1.5152 -0.9612 -0.3 -0.4 -1.2
C -4.3984 1.3367 -1.5521 0.8 -0.8 0.3
C -1.7138 4.9706 2.4054 -0.7 -0.6 -0.4
C 1.8033 1.3025 -1.9109 0.1 0.1 1.9
C -0.0652 1.1211 -0.4017 0.3 -1.3 -1.5
C 2.1986 0.7938 1.8732 0.1 -0.2 -0.4
C 0.0921 -3.0860 0.5963 -1.1 0.3 0.2
C -4.6225 0.1177 -2.4695 0.5 1.1 -0.6
C 1.0277 2.0494 -0.8522 -1.2 2.6 1.1
C -1.2955 4.0264 0.3025 0.3 -0.2 3.1
C 3.1590 0.8225 -4.4993 -0.1 1.3 1.1
C -1.7288 -0.9945 2.4356 -1.4 0.6 0.3
C -2.9977 0.7330 0.3170 -1.2 -2.2 -0.5
H 1.9867 -2.3263 5.7354 -0.4 -0.3 -0.6
H 0.6557 -1.2915 6.2452 -0.3 0.2 -0.5
H 2.1561 1.8969 -2.7536 -0.6 0.6 0.6
H 3.1214 -2.5972 1.1153 1.1 -0.6 -0.5
H 1.6683 -1.9209 -1.4332 0.2 0.1 -0.6
H -5.8596 -0.7529 -0.2147 0.3 -0.1 0.1
H 6.2855 -1.8555 -3.2964 -0.3 0.0 -0.1
H -3.7844 0.1763 -3.1639 0.3 -0.5 0.1
H 2.6262 -3.1075 -0.6111 0.5 0.0 2.1
H -5.4647 0.2206 -3.1538 -0.7 0.5 0.3
H -0.9514 -0.3352 -1.7453 0.1 -0.2 -0.3
H -1.8679 -1.4442 3.4188 0.3 -0.6 -0.3
H -0.2257 -3.2896 -0.4263 0.1 0.1 -0.1
H 1.5625 0.5198 1.0316 0.3 0.2 0.9
H 2.9616 -2.9981 -1.9261 -0.2 -0.4 -0.7
H 1.3259 -1.7386 1.7286 -0.2 0.0 -0.2
H 2.6388 1.7599 1.6261 0.3 -0.2 0.3
H 1.2188 -3.3890 -2.1592 0.1 -0.4 -0.8
H -1.1613 5.2563 3.3005 -0.4 0.1 0.1
H 2.2115 -0.6489 5.6372 -0.3 0.4 0.1
H 2.6106 1.4040 -5.2403 -0.2 -0.8 -0.6
H 0.4757 0.3480 0.1440 -1.3 -0.2 -0.2
H 0.4342 2.8562 -1.2823 0.8 0.2 -0.7
H -0.8072 1.2555 -2.4854 -0.5 0.4 0.3
H -1.9964 0.6528 0.7402 -0.9 0.0 -0.4
H -1.8414 3.1262 3.3427 -0.2 -0.6 0.0
H 0.2559 -5.3037 0.9965 -0.2 0.2 -0.2
H 1.2012 -1.2392 0.0229 -0.1 -0.3 0.2
H -0.9704 1.4084 0.1333 1.8 0.5 -1.1
H 2.6745 0.7957 -1.4960 0.4 0.1 0.0
H -4.5423 2.2305 -2.1593 0.5 0.1 0.0
H 0.8272 -4.2283 2.2927 -1.7 0.0 0.7
H -2.4680 5.7076 2.1296 -0.1 0.4 0.1
H 2.9346 -0.0073 1.9403 0.3 0.2 0.4
H -6.5625 -1.8221 -1.4477 -0.5 0.8 -0.6
H -2.0188 4.5862 -0.2906 -0.3 0.1 0.2
H -5.4263 -2.5090 -0.5661 1.0 0.4 0.6
H -3.3255 -0.3061 0.2870 -0.5 -0.1 -0.4
H 6.1028 -0.3011 -2.4232 0.6 -0.3 0.4
H 2.5131 0.7395 -3.6252 0.7 -0.4 -1.1
H 1.4630 2.5118 0.0337 0.9 -0.1 -0.5
H -0.7600 -2.6762 1.1386 0.2 -0.8 -0.2
H -5.1663 1.3818 -0.7798 0.2 0.0 0.4
H -0.5096 3.6829 -0.3702 -0.2 0.5 0.7
H -3.4205 3.4552 2.6611 0.0 0.5 -0.1
H 5.9826 -1.9344 -1.5683 0.0 0.4 0.1
H -1.1592 2.1206 1.4307 -0.2 0.7 0.3
H -3.6240 1.3285 0.9812 -0.4 -1.0 0.4
H -2.5472 -0.2778 2.3666 0.1 0.2 0.3
H 4.0432 1.4316 -4.3113 0.0 0.2 0.5
H -2.7477 2.4174 0.6798 1.3 1.8 0.5
H -1.8677 -1.6291 1.5604 0.1 -0.1 0.6
```
Positions in Å, forces in eV/Å.

- LUMO energy: 0.5 eV
- Spin multiplicity: 1
- Orbital gap: 9.487 eV
- Calculated total energy: -2530.09264 Ha

Löwdin population analysis, charges in e, atoms 1 to 6: number 1, P, carries 0.474; number 2, P, carries 0.488; number 3, O, carries -0.249; number 4, O, carries -0.240; number 5, O, carries -0.192; number 6, O, carries -0.135